The following is a DFT calculation (the ωB97M-V functional and the def2-TZVPD basis) of a single C4H9NOS molecule.

Results
strongest force on any atom = 3.59 eV Å⁻¹
lowest unoccupied orbital energy = 0.023 hartree
Kohn-Sham gap = 10.1 eV
energy above the lowest of the compared OMol25 structures with the same formula, charge and spin = 200.23 kJ/mol
calculated total energy = -685.942685 Eh

XYZ file:
```
16
Properties=species:S:1:pos:R:3:forces:R:3:nbo_charge:R:1
O -3.0418 1.3996 -0.0427 0.792 0.045 -0.868 -0.577
C -2.4001 0.9043 0.8452 0.963 -0.329 -0.700 0.544
N -1.1872 0.2362 0.9178 -0.153 0.920 -2.409 -0.639
C -0.0690 0.1861 -0.0385 0.186 -1.196 -1.860 -0.051
C 1.1235 -0.6033 0.5630 -0.140 2.977 0.899 -0.493
S 2.7785 -0.7198 -0.3079 -1.597 0.387 0.306 -0.031
C -0.4756 -0.2891 -1.5133 1.093 3.337 0.760 -0.639
H -2.7314 0.9781 1.8303 -1.192 -0.081 2.195 0.091
H -1.1764 -0.3325 1.7037 0.518 -1.020 1.636 0.387
H 0.3437 1.1468 -0.0566 0.128 1.892 -0.626 0.185
H 1.4061 0.0217 1.4363 -0.507 -1.031 0.119 0.219
H 0.7205 -1.5524 0.7825 0.262 -1.369 0.724 0.199
H 2.2316 -1.8809 -0.4985 0.772 -1.529 -1.093 0.131
H -1.3346 0.3675 -1.7863 0.190 -1.060 0.152 0.242
H -0.6807 -1.3348 -1.4405 -0.225 -0.660 -0.641 0.205
H 0.3373 0.0660 -2.2658 -1.090 -1.280 1.408 0.226
```
Forces are in eV/Å.

***

The following is a DFT calculation (the ωB97M-V functional and the def2-TZVPD basis) of a molecular structure, C2H3Cl2N.

Results
strongest force on any atom = 4.08 eV Å⁻¹
lowest unoccupied orbital energy = 0.019 hartree
Kohn-Sham gap = 10.2 eV
energy above the lowest of the compared OMol25 structures with the same formula, charge and spin = 187.01 kJ/mol
calculated total energy = -1053.051768 Eh

XYZ file:
```
8
Properties=species:S:1:pos:R:3:forces:R:3:nbo_charge:R:1
C 0.1479 1.0436 0.0687 -2.292 -3.263 -0.884 -0.115
C 0.1770 -0.2062 -0.7670 0.266 2.096 -2.931 -0.089
N -0.8359 -0.5657 0.0953 0.052 1.691 0.078 -0.588
Cl -0.7791 2.4190 -0.3450 0.369 -0.312 0.104 0.068
Cl 1.7499 -1.1143 -0.8404 -0.750 0.349 0.016 -0.075
H 0.5622 0.9142 1.0063 1.001 0.648 1.794 0.212
H -0.1879 0.1556 -1.8489 0.862 -1.626 2.136 0.221
H -0.5725 -1.0998 0.9297 0.493 0.417 -0.314 0.366
```
Forces are in eV/Å.

***

The following is a DFT calculation (the ωB97M-V functional and the def2-TZVPD basis) of 2 unconnected molecules or ions with the total composition C7H13N.

Results
total charge = +1
multiplicity = 2
strongest force on any atom = 3.18 eV Å⁻¹
lowest unoccupied orbital energy (alpha / beta) = -0.235 / -0.213 hartree
Kohn-Sham gap (alpha / beta) = 6.1 / 7.9 eV
energy above the lowest of the compared OMol25 structures with the same formula, charge and spin = 467.46 kJ/mol
calculated total energy = -328.790246 Eh

XYZ file:
```
21
Properties=species:S:1:pos:R:3:forces:R:3:lowdin_spin:R:1
C 0.0087 1.5994 1.3491 -1.133 0.044 1.331 0.007
C -0.7591 1.2782 0.0662 1.341 -0.094 -0.595 0.038
C -1.3995 -0.1026 -0.1214 2.681 -0.182 -1.156 -0.008
C -2.6969 -0.3286 0.0978 0.279 1.661 1.379 0.300
N -3.6902 0.5330 0.0631 -0.874 -2.440 -1.845 0.043
C -0.4763 -1.0948 -0.6445 -2.270 0.179 -0.164 0.066
C 0.8391 -0.9915 -0.9924 1.042 -0.538 0.710 -0.036
C 1.8437 -0.0023 -1.0625 -0.199 -0.296 -1.404 0.496
H -0.4259 1.0644 2.1992 0.265 -0.279 -0.084 0.001
H -0.1388 2.6284 1.6740 0.184 0.197 -0.443 0.000
H 1.0760 1.3937 1.2994 -0.130 -0.093 -0.101 0.006
H 0.0605 1.1980 -0.6495 -0.379 0.311 -0.294 0.014
H -1.3490 2.0896 -0.3450 -0.623 0.002 0.442 -0.001
H 5.0055 -3.3662 0.8218 0.073 -0.002 0.080 0.000
H -4.5706 0.0991 0.3312 -0.231 0.527 0.698 0.015
H -3.8146 0.9294 -0.8729 0.105 0.834 0.313 0.001
H 5.4850 -3.3191 1.3893 -0.076 0.003 -0.083 0.000
H -0.9361 -2.0651 -0.7809 0.212 -0.163 0.011 0.006
H 1.2845 -1.9757 -1.1526 0.010 -0.186 0.415 0.016
H 2.8521 -0.2427 -0.7512 -0.017 -0.229 0.018 0.026
H 1.8018 0.6754 -1.9181 -0.262 0.745 0.772 0.012
```
Forces are in eV/Å.

***

The following is a DFT calculation (the ωB97M-V functional and the def2-TZVPD basis) of a gas-phase ion, C17H26NOS (charge +1).

Results
total charge = +1
strongest force on any atom = 0.86 eV Å⁻¹
lowest unoccupied orbital energy = -0.085 hartree
Kohn-Sham gap = 9.0 eV
energy above the lowest of the compared OMol25 structures with the same formula, charge and spin = 0.00 kJ/mol
calculated total energy = -1191.356177 Eh

XYZ file:
```
46
Properties=species:S:1:pos:R:3:forces:R:3:nbo_charge:R:1
C 2.8503 3.4781 -0.1492 0.026 -0.146 -0.010 -0.630
C 3.0744 2.2162 -0.9642 0.263 0.693 -0.204 -0.213
N 2.3595 1.0507 -0.3826 -0.446 0.166 0.017 -0.394
H 1.4325 1.3851 -0.0494 0.208 -0.038 -0.216 0.488
C 2.9876 0.5439 0.8634 0.062 -0.096 0.855 -0.244
H 3.5210 -0.3856 0.6663 -0.040 0.081 -0.078 0.240
H 3.6961 1.2902 1.2214 -0.052 -0.009 -0.148 0.231
C 1.9013 0.3296 1.9279 0.111 -0.450 0.078 -0.084
H 2.3608 0.3436 2.9214 0.048 -0.011 -0.135 0.203
O 0.9770 1.3887 1.7725 0.101 0.311 0.068 -0.744
H 0.2745 1.3141 2.4256 -0.096 -0.010 -0.078 0.509
H 1.4006 -0.6351 1.7871 0.103 0.084 0.003 0.195
C 2.1308 -0.0212 -1.3966 -0.242 -0.666 -0.355 -0.231
C 1.3050 -1.1334 -0.8407 0.321 -0.258 -0.019 -0.144
C 1.7583 -2.3941 -0.6139 -0.225 0.148 -0.012 -0.345
S 0.5802 -3.4550 0.0541 -0.062 0.324 -0.046 0.463
C -0.5986 -2.1704 0.0588 0.270 0.010 -0.056 -0.211
C -1.9094 -2.2329 0.5026 -0.033 -0.020 0.018 -0.197
C -2.6895 -1.0983 0.4279 0.057 -0.097 0.004 -0.221
C -2.2014 0.1078 -0.0924 0.071 0.059 -0.020 0.106
C -0.8897 0.1519 -0.5348 -0.041 -0.202 -0.009 -0.274
C -0.0712 -0.9759 -0.4623 -0.291 -0.243 0.132 -0.024
H -0.5005 1.0631 -0.9663 0.002 0.186 -0.059 0.194
C -3.0559 1.3639 -0.1750 -0.087 0.192 -0.008 -0.104
C -3.0972 1.8553 -1.6292 -0.018 -0.057 0.172 -0.595
H -2.1158 2.1560 -1.9870 0.122 0.033 -0.065 0.196
H -3.4738 1.0703 -2.2807 -0.038 -0.055 -0.107 0.219
H -3.7591 2.7135 -1.7103 -0.063 0.124 -0.029 0.219
C -2.4358 2.4429 0.7263 -0.123 -0.115 -0.142 -0.593
H -1.4136 2.6744 0.4361 0.140 0.040 -0.046 0.194
H -2.4335 2.1116 1.7628 0.009 -0.014 0.152 0.206
H -3.0209 3.3566 0.6637 -0.054 0.146 0.019 0.222
C -4.4967 1.1303 0.2849 0.229 0.009 -0.059 -0.608
H -4.9865 0.3786 -0.3288 -0.107 -0.103 -0.028 0.217
H -4.5367 0.8254 1.3279 -0.060 -0.069 0.112 0.211
H -5.0586 2.0562 0.1895 -0.051 0.081 -0.006 0.223
H -3.7058 -1.1615 0.7759 -0.143 0.023 0.038 0.230
H -2.3095 -3.1533 0.8965 -0.101 -0.099 0.062 0.233
H 2.7388 -2.7776 -0.8236 0.258 -0.037 -0.067 0.243
H 1.6144 0.4307 -2.2479 0.134 0.136 0.096 0.235
H 3.1025 -0.3912 -1.7302 -0.019 0.163 0.049 0.234
H 4.1365 1.9710 -1.0318 -0.104 -0.136 -0.006 0.223
H 2.6967 2.3722 -1.9767 0.003 -0.176 0.069 0.225
H 1.7911 3.7171 -0.0901 -0.108 0.044 0.015 0.224
H 3.3576 4.3092 -0.6304 0.041 0.041 -0.054 0.250
H 3.2372 3.3924 0.8619 0.025 0.013 0.104 0.222
```
Forces are in eV/Å.

***

The following is a DFT calculation (the ωB97M-V functional and the def2-TZVPD basis) of 7 unconnected molecules or ions with the total composition C48H92Cl2NO8.

Results
total charge = +1
strongest force on any atom = 4.26 eV Å⁻¹
lowest unoccupied orbital energy = -0.136 hartree
Kohn-Sham gap = 7.1 eV
calculated total energy = -3460.778278 Eh

XYZ file:
```
151
Properties=species:S:1:pos:R:3:forces:R:3:mulliken_charge:R:1
C 3.7314 -4.9194 -1.0188 0.764 -0.028 0.393 -1.366
C 4.6470 -4.2138 -2.0299 -0.554 -0.559 -0.457 0.246
C 3.9501 -3.8468 -3.3667 0.712 0.665 -0.194 -0.880
C 4.0153 -2.3139 -3.5838 -0.933 -0.489 0.817 -0.891
C 3.0843 -1.6109 -2.5795 0.007 0.548 -0.662 -0.023
C 1.5990 -1.8283 -2.8996 -0.060 -0.205 1.550 -0.693
C 0.8037 -1.1352 -1.7553 0.003 -0.005 -1.251 -0.951
C -0.7391 -1.1451 -2.0115 2.560 1.118 0.994 0.216
N -0.9726 0.1590 -2.7046 0.011 0.373 -1.906 0.259
Cl -0.2346 0.6957 -4.1616 0.213 -0.614 0.153 0.030
C -1.7638 0.9934 -2.1793 -1.549 -0.861 1.363 -0.887
C -2.3757 0.4274 -0.9184 1.770 1.570 0.153 0.674
C -2.1397 1.5241 0.1860 -1.184 0.263 -0.097 -0.881
O -3.4416 2.0281 0.5602 0.440 -0.491 -0.167 -0.387
C -3.8591 3.0793 -0.2369 -2.579 -2.959 -0.581 0.681
C -5.0392 2.7553 -1.1531 0.720 -0.618 0.852 -0.631
O -3.3747 4.1226 -0.1858 2.226 3.630 0.190 -0.469
C -1.7061 -0.9558 -0.8335 -2.925 -2.642 0.054 3.149
C -1.3238 -1.5277 0.5526 0.674 1.474 -0.507 -1.472
C -0.1176 -0.8408 1.2590 -0.687 -1.369 0.939 -1.411
C 0.8480 -1.9402 1.7363 -0.274 0.412 -0.390 -0.490
Cl 0.0706 -2.9153 3.0374 0.229 0.252 -0.153 -0.214
C -2.9378 -1.9164 -1.2094 1.202 -0.116 -0.709 -2.978
C -3.5175 -1.7618 -2.6253 -1.435 -0.060 0.229 -0.019
C -4.9560 -2.3877 -2.6392 1.166 -0.702 0.314 -0.984
C -5.1928 -3.3783 -3.7855 -1.547 0.442 0.140 -0.641
C -6.5389 -4.1117 -3.5094 0.408 0.587 0.458 -0.751
C -6.3832 -5.3071 -2.5683 -0.754 -0.213 -0.070 -0.193
C -7.7257 -5.7620 -1.9522 0.030 -0.144 0.008 -1.287
H 3.5524 -5.9661 -1.2770 -0.273 0.171 -0.151 0.358
H 4.2632 -4.9426 -0.0599 -0.169 -0.072 -0.020 0.367
H 2.7889 -4.3905 -0.8364 0.017 -0.096 -0.238 0.260
H 5.5003 -4.8662 -2.2743 -0.159 0.383 0.445 -0.130
H 5.0179 -3.3069 -1.5457 0.214 -0.068 -0.181 0.350
H 2.9192 -4.2110 -3.4016 0.075 0.016 0.019 0.349
H 4.4814 -4.2992 -4.2102 -0.128 -0.191 0.137 0.448
H 5.0470 -1.9974 -3.4204 -0.064 0.141 -0.228 0.390
H 3.6679 -2.0219 -4.5802 0.320 -0.072 -0.054 0.358
H 3.2891 -1.8862 -1.5383 -0.015 -0.281 -0.137 0.290
H 3.2609 -0.5321 -2.6253 0.099 -0.088 -0.048 -0.186
H 1.3198 -1.4612 -3.8879 0.137 -0.112 0.016 0.527
H 1.3565 -2.8934 -2.7993 -0.024 0.036 -0.457 0.317
H 1.1435 -0.0927 -1.7553 0.053 -0.104 0.647 0.534
H 1.0986 -1.6610 -0.8523 -0.290 0.273 0.163 -0.551
H -0.8630 -2.0316 -2.6313 -0.878 0.349 -0.262 0.393
H -1.9599 1.9619 -2.6224 0.118 0.013 0.000 0.696
H -3.4620 0.3749 -0.9999 0.063 -0.180 -0.148 -0.017
H -1.6061 2.3721 -0.2570 0.470 -0.135 0.516 0.523
H -1.6893 1.1638 1.1066 0.231 -0.066 -0.270 -0.041
H -5.9101 3.2688 -0.7471 -0.033 0.065 -0.315 0.278
H -5.2160 1.6806 -1.1147 -0.339 0.130 -0.233 0.127
H -4.7832 3.0937 -2.1571 -0.282 0.120 0.063 0.275
H -2.2236 -1.4332 1.1660 0.112 -0.035 0.013 0.405
H -1.1584 -2.6011 0.4373 0.130 0.084 -0.012 0.669
H 0.3908 -0.0786 0.6697 0.013 -0.083 0.041 0.511
H -0.5072 -0.4077 2.1832 0.296 0.479 -0.181 0.775
H 1.0144 -2.6503 0.9254 0.327 0.007 0.145 -0.125
H 1.7812 -1.5146 2.0954 -0.032 -0.186 0.166 0.440
H -3.7112 -1.8640 -0.4401 0.019 0.386 -0.089 0.695
H -2.5342 -2.9360 -1.1393 -0.208 0.027 -0.039 0.736
H -3.6479 -0.7248 -2.9620 0.278 0.003 0.193 0.315
H -2.9186 -2.2633 -3.3883 0.118 0.008 0.159 0.426
H -5.0572 -2.9602 -1.7077 -0.060 0.076 -0.058 0.256
H -5.7188 -1.6075 -2.5773 0.008 -0.068 -0.287 0.327
H -4.3898 -4.1125 -3.8873 0.126 0.245 -0.072 0.423
H -5.3373 -2.7942 -4.7003 0.448 -0.258 -0.157 0.285
H -7.1620 -3.3783 -2.9778 -0.118 -0.088 -0.214 0.244
H -7.0695 -4.3391 -4.4369 0.120 -0.302 0.098 0.470
H -5.7247 -5.0458 -1.7340 0.189 0.014 -0.260 0.148
H -5.9599 -6.1551 -3.1147 0.261 0.121 0.167 0.354
H -7.5889 -6.1189 -0.9281 0.010 0.002 -0.095 0.348
H -8.4619 -4.9530 -1.9152 0.135 -0.017 -0.020 0.329
H -8.1735 -6.5884 -2.5091 0.000 0.142 -0.050 0.318
C -9.3588 0.9061 0.7515 -0.154 -0.112 -0.095 -0.589
C -8.4361 -0.0387 1.5077 0.132 0.105 0.166 -0.664
C -7.5520 -0.5705 0.3922 -0.042 -0.163 -0.179 -0.099
O -7.4500 0.4723 -0.5886 -0.083 0.001 0.172 -0.287
C -8.4216 1.4880 -0.2931 0.139 0.120 -0.017 -0.439
H -9.8183 1.6675 1.3797 0.029 0.004 -0.014 0.342
H -10.1555 0.3385 0.2651 -0.001 0.037 0.003 0.272
H -7.8352 0.5246 2.2262 -0.006 -0.035 0.006 0.249
H -8.9593 -0.8270 2.0465 0.007 -0.004 -0.033 0.390
H -8.0020 -1.4452 -0.0891 0.018 -0.045 0.064 0.209
H -6.5527 -0.8412 0.7399 0.031 0.040 -0.066 0.102
H -7.8892 2.3625 0.0974 -0.090 0.049 0.025 0.214
H -8.9384 1.7764 -1.2088 0.089 -0.044 -0.050 0.300
C 3.0249 2.5140 4.4131 0.133 0.006 -0.197 -0.718
C 1.7357 3.2947 4.2068 -0.167 0.136 0.201 -0.010
C 1.1544 2.6249 2.9766 0.061 -0.013 -0.217 -0.197
O 1.5843 1.2571 3.0073 0.057 0.030 0.035 -0.218
C 2.6049 1.1083 4.0082 -0.091 -0.106 0.166 -0.554
H 3.4130 2.5651 5.4292 -0.034 -0.024 -0.005 0.389
H 3.7965 2.8857 3.7341 0.009 -0.009 0.032 0.261
H 1.0720 3.1464 5.0635 -0.012 0.009 -0.024 -0.083
H 1.8872 4.3653 4.0745 0.031 -0.009 0.024 0.264
H 1.5401 3.0799 2.0571 -0.039 0.085 0.018 0.254
H 0.0624 2.6660 2.9524 -0.005 -0.095 -0.017 -0.033
H 2.1724 0.5640 4.8539 0.067 -0.006 0.027 0.305
H 3.4301 0.5208 3.6029 -0.066 -0.022 -0.079 0.321
C 4.4137 7.8234 5.9957 0.168 0.069 -0.122 -0.567
C 3.1206 8.5996 5.7931 -0.144 -0.022 0.170 -0.554
C 2.5424 7.9258 4.5593 0.030 0.024 -0.209 -0.445
O 2.9812 6.5608 4.5917 0.074 0.126 0.104 -0.340
C 3.9998 6.4181 5.5904 -0.123 -0.160 0.096 -0.400
H 4.8026 7.8743 7.0117 -0.022 -0.021 -0.007 0.333
H 5.1833 8.1984 5.3165 0.008 -0.020 0.028 0.267
H 2.4581 8.4473 6.6486 -0.005 0.028 -0.023 0.268
H 3.2661 9.6709 5.6623 0.005 -0.020 -0.026 0.337
H 2.9241 8.3830 3.6405 -0.036 0.067 0.018 0.278
H 1.4523 7.9564 4.5352 0.009 -0.090 -0.024 0.268
H 3.5705 5.8715 6.4373 0.075 -0.001 0.041 0.250
H 4.8278 5.8350 5.1845 -0.060 -0.026 -0.064 0.299
C 10.0060 -6.4765 -2.0618 0.081 -0.056 0.197 -0.556
C 8.9657 -7.4064 -2.6678 -0.032 0.008 -0.224 -0.606
C 7.6935 -6.9416 -1.9772 -0.069 0.000 0.212 -0.289
O 7.8556 -5.5423 -1.7109 0.171 -0.171 -0.078 -0.363
C 9.2251 -5.1791 -1.9299 -0.069 0.153 -0.140 -0.457
H 10.9062 -6.3701 -2.6655 -0.025 0.016 -0.006 0.334
H 10.2987 -6.8400 -1.0737 0.020 0.022 -0.019 0.259
H 8.8932 -7.2323 -3.7443 -0.009 -0.028 0.014 0.279
H 9.1736 -8.4634 -2.5078 -0.017 0.017 0.023 0.338
H 7.5501 -7.4549 -1.0206 -0.019 -0.076 -0.042 0.257
H 6.8027 -7.0939 -2.5897 -0.026 0.071 0.030 0.255
H 9.2761 -4.5898 -2.8518 0.086 0.015 0.013 0.287
H 9.5736 -4.5600 -1.1025 -0.095 0.014 0.017 0.260
C -2.5685 3.0029 6.0232 -0.152 -0.217 0.095 -0.548
C -3.0240 3.8998 4.8861 0.120 0.103 -0.231 -0.210
C -3.4600 5.1538 5.6305 -0.096 0.014 0.199 -0.505
O -2.6402 5.2361 6.8038 -0.062 -0.195 -0.198 -0.410
C -1.9368 4.0016 6.9759 0.205 0.196 0.016 -0.269
H -1.8793 2.2170 5.7131 0.012 0.016 0.023 0.307
H -3.4343 2.5313 6.4949 0.035 -0.019 0.003 0.318
H -2.1775 4.1285 4.2319 -0.036 0.017 -0.017 0.062
H -3.8182 3.4685 4.2768 -0.008 0.026 0.015 0.308
H -4.5049 5.0826 5.9502 -0.028 0.002 -0.081 0.272
H -3.3406 6.0611 5.0371 0.040 0.032 0.079 0.287
H -0.8838 4.1768 6.7268 0.029 -0.095 0.037 0.112
H -2.0005 3.6846 8.0174 -0.013 0.109 0.021 0.297
C 4.6842 2.6965 -5.5697 -0.184 -0.006 -0.098 -0.561
C 4.5149 3.3729 -4.2165 0.155 0.070 0.075 -0.593
C 3.8131 2.2901 -3.4124 -0.109 -0.096 -0.004 -0.338
O 4.2611 1.0342 -3.9339 -0.032 0.268 -0.138 -0.258
C 4.9630 1.2576 -5.1658 0.213 -0.072 0.044 -0.488
H 5.4766 3.1263 -6.1801 0.002 -0.018 0.020 0.356
H 3.7495 2.7539 -6.1341 0.034 0.002 -0.025 0.247
H 5.4942 3.5859 -3.7823 -0.033 0.010 0.020 0.286
H 3.9514 4.3041 -4.2572 -0.006 -0.022 0.002 0.335
H 2.7238 2.3430 -3.5401 -0.015 0.094 0.036 0.125
H 4.0404 2.3428 -2.3464 -0.003 -0.083 -0.004 0.301
H 6.0295 1.0964 -4.9819 0.008 0.002 -0.072 0.301
H 4.6271 0.5365 -5.9120 -0.030 -0.055 0.082 0.272
```
Forces are in eV/Å.